1.
The following is a quantum chemistry calculation of C19H19LiN3O5 as an isolated structure, from the Open Molecules 2025 dataset.

Geometry as ORCA input:
```
! wB97M-V def2-TZVPD RIJCOSX def2/J DEFGRID3
* xyz -1 1
Li -1.43 -1.46 -0.68
C 3.07 2.27 -1.98
N 2.66 0.94 -2.33
N 1.34 0.56 -2.10
C 1.26 -0.82 -1.95
O 0.21 -1.44 -1.88
C 2.63 -1.26 -2.00
C 3.43 -0.18 -2.18
C 4.91 -0.09 -2.23
C 0.28 1.34 -2.59
C 0.43 2.02 -3.80
C -0.64 2.72 -4.32
C -1.85 2.74 -3.64
C -1.99 2.07 -2.44
C -0.92 1.37 -1.89
H 2.28 2.97 -2.24
H 3.97 2.52 -2.54
H 3.29 2.36 -0.91
H 2.95 -2.28 -1.92
H 5.33 -1.08 -2.04
H 5.29 0.60 -1.48
H 5.25 0.24 -3.21
H 1.36 1.97 -4.33
H -0.54 3.23 -5.27
H -2.69 3.28 -4.05
H -2.93 2.08 -1.91
H -1.02 0.86 -0.95
C -3.55 -1.61 -1.27
H -4.13 -1.61 -0.36
H -3.83 -2.47 -1.87
H -3.76 -0.70 -1.82
O -1.23 0.62 1.76
C -1.11 -0.59 1.90
O -0.86 -1.42 0.99
C -1.23 -1.19 3.31
C -1.30 -2.57 3.46
C -1.39 -3.14 4.72
C -1.41 -2.34 5.84
C -1.35 -0.95 5.70
C -1.27 -0.38 4.43
N -1.36 -0.13 6.85
O -1.38 -0.68 7.96
O -1.34 1.10 6.71
H -1.28 -3.18 2.57
H -1.45 -4.21 4.83
H -1.46 -2.77 6.83
H -1.22 0.70 4.32
*
```

Computed properties:
Maximum force ... 2.70 eV/Å
LUMO level ... 0.0706 hartree
ΔE to the lowest compared entry with this formula, charge and spin ... 44.0 kJ/mol
HOMO level ... -2.45 eV

Atom charges from the Löwdin analysis, given in e for atoms 1 to 2: 0.551 -0.015



2.
The following is a quantum chemistry calculation of a 8-piece molecular cluster, CH18O8 overall, from the Open Molecules 2025 dataset.

Geometry as ORCA input:
```
! wB97M-V def2-TZVPD RIJCOSX def2/J DEFGRID3
* xyz 1 2
C 18.07 15.90 -16.22
O 17.67 14.65 -15.85
H 19.10 16.26 -16.31
H 17.56 15.98 -17.17
H 17.57 16.61 -15.56
H 16.73 14.60 -15.68
O 18.19 15.53 -21.10
H 18.60 16.06 -20.42
H 17.54 15.00 -20.64
O 15.30 17.56 -20.48
H 14.95 17.04 -21.21
H 16.22 17.68 -20.70
O 22.41 18.01 -19.90
H 21.82 17.25 -19.86
H 23.04 17.86 -19.20
O 16.96 18.90 -17.80
H 17.39 19.74 -17.66
H 16.04 19.11 -17.90
O 19.81 20.20 -19.77
H 18.95 20.61 -19.70
H 20.39 20.75 -19.23
O 21.41 15.53 -18.97
H 21.26 14.62 -18.74
H 20.55 15.88 -19.18
O 19.16 17.57 -19.29
H 18.50 18.05 -18.79
H 19.72 18.25 -19.66
*
```

Computed properties:
Maximum force ... 2.57 eV/Å
LUMO level (alpha / beta) ... -0.1646 / -0.3923 hartree
ΔE to the lowest compared entry with this formula, charge and spin ... 0.0 kJ/mol
HOMO level (alpha / beta) ... -13.23 / -13.23 eV

Atom charges from the Löwdin analysis, given in e for atoms 1 to 2: 0.031 0.285



3.
The following is a quantum chemistry calculation of a 2-piece molecular cluster, C3H4FNO overall, from the Open Molecules 2025 dataset.

Geometry as ORCA input:
```
! wB97M-V def2-TZVPD RIJCOSX def2/J DEFGRID3
* xyz 0 1
C 0.67 -0.47 -0.76
C 1.24 -1.07 0.28
C 0.79 0.73 -0.01
N -1.85 0.43 0.45
O 1.51 0.15 1.01
F 0.74 1.98 -0.04
H 0.06 -0.89 -1.55
H 1.33 -2.09 0.53
H -2.18 1.31 0.34
H -2.33 -0.07 -0.24
*
```

Computed properties:
Maximum force ... 4.14 eV/Å
LUMO level (alpha / beta) ... 0.0143 / -0.0221 hartree
ΔE to the lowest compared entry with this formula, charge and spin ... 588.6 kJ/mol
HOMO level (alpha / beta) ... -9.63 / -7.48 eV

Atom charges from the Löwdin analysis, given in e for atoms 1 to 2: -0.027 -0.069



4.
The following is a quantum chemistry calculation of a 2-piece molecular cluster, C9H8BrN2P overall, from the Open Molecules 2025 dataset.

Geometry as ORCA input:
```
! wB97M-V def2-TZVPD RIJCOSX def2/J DEFGRID3
* xyz 0 1
C -2.12 -2.23 -0.63
C -1.06 -1.44 -1.05
C -3.24 -1.64 -0.06
C -1.21 -0.09 -0.86
C -3.24 -0.25 0.06
C 1.87 0.87 0.12
C 0.14 2.48 0.73
C 0.84 1.21 1.13
C 0.41 1.29 -1.58
N -2.23 0.50 -0.33
N 1.62 0.87 -1.13
P -0.34 2.78 -0.85
Br -4.73 0.64 0.82
H -2.08 -3.31 -0.74
H -0.17 -1.86 -1.50
H -4.07 -2.22 0.28
H 2.88 0.62 0.42
H -0.07 3.20 1.51
H 0.08 0.41 1.08
H 1.25 1.27 2.14
H 0.25 1.12 -2.64
*
```

Computed properties:
Maximum force ... 3.83 eV/Å
LUMO level (alpha / beta) ... -0.0036 / -0.0036 hartree
ΔE to the lowest compared entry with this formula, charge and spin ... 115.9 kJ/mol
HOMO level (alpha / beta) ... -8.48 / -8.48 eV

Atom charges from the Löwdin analysis, given in e for atoms 1 to 2: -0.061 -0.057



5.
The following is a quantum chemistry calculation of C36H33Cl2I2N7O4SW as an isolated structure, from the Open Molecules 2025 dataset.

Geometry as ORCA input:
```
! wB97M-V def2-TZVPD RIJCOSX def2/J DEFGRID3
* xyz 2 1
W -0.43 0.21 0.18
I -0.51 -1.74 -7.40
C -0.45 -1.62 -5.30
C -1.19 -2.51 -4.53
C -1.16 -2.40 -3.15
I -2.10 -3.88 -2.00
C -0.44 -1.38 -2.51
O -0.52 -1.21 -1.18
C 0.41 -0.60 -3.30
C 1.49 0.26 -2.69
N 1.63 0.04 -1.24
C 2.87 0.60 -0.69
C 2.68 1.01 0.74
C 3.63 1.80 1.36
C 3.49 2.11 2.71
C 2.44 1.53 3.40
C 1.54 0.75 2.71
N 1.59 0.54 1.38
C 0.37 -0.70 -4.69
H -1.77 -3.29 -4.99
H 1.31 1.32 -2.90
H 2.44 0.01 -3.19
H 1.69 -0.97 -1.14
H 3.21 1.46 -1.28
H 3.67 -0.14 -0.73
H 4.48 2.15 0.79
H 4.21 2.75 3.21
H 2.33 1.67 4.47
H 0.76 0.23 3.25
H 1.02 -0.07 -5.28
O -0.45 7.29 1.51
N -0.56 6.67 2.55
O -0.60 7.14 3.66
C -0.71 5.21 2.44
C -1.45 4.60 3.39
C -1.66 3.19 3.36
C -2.33 2.50 4.38
C -2.36 1.13 4.30
C -1.81 0.48 3.20
N -1.25 1.10 2.16
C -1.14 2.45 2.28
C -0.41 3.11 1.26
N 0.02 2.31 0.24
C 0.77 2.91 -0.69
C 1.18 4.23 -0.64
C 0.75 5.04 0.39
C -0.12 4.49 1.34
H -1.88 5.19 4.19
H -2.77 3.04 5.21
H -2.82 0.54 5.08
H -1.83 -0.60 3.18
H 1.03 2.31 -1.55
H 1.81 4.62 -1.42
H 1.06 6.07 0.45
Cl 0.70 -2.03 1.27
C -0.55 -3.20 1.64
C -0.18 -4.45 2.08
C -1.17 -5.37 2.37
C -2.50 -5.03 2.20
C -2.85 -3.76 1.76
Cl -4.51 -3.36 1.54
C -1.87 -2.80 1.47
S -2.39 -1.22 0.91
H 0.87 -4.70 2.19
H -0.90 -6.36 2.71
H -3.28 -5.75 2.41
C -3.71 -0.66 -2.24
N -3.65 0.73 -2.70
C -4.69 1.09 -3.65
C -2.75 1.56 -2.13
O -1.92 1.15 -1.24
N -2.70 2.86 -2.48
C -3.27 3.56 -3.63
C -1.87 3.76 -1.69
H -4.17 -1.27 -3.01
H -4.29 -0.75 -1.32
H -2.71 -1.03 -2.06
H -5.33 0.23 -3.79
H -4.27 1.34 -4.63
H -5.32 1.90 -3.29
H -3.83 2.93 -4.30
H -2.46 4.02 -4.20
H -3.93 4.36 -3.28
H -1.86 3.45 -0.66
H -2.29 4.77 -1.75
H -0.85 3.80 -2.09
*
```

Computed properties:
Maximum force ... 2.37 eV/Å
LUMO level (alpha / beta) ... -0.2558 / -0.2500 hartree
ΔE to the lowest compared entry with this formula, charge and spin ... 0.0 kJ/mol
HOMO level (alpha / beta) ... -12.30 / -12.23 eV

Atom charges from the Löwdin analysis, given in e for atoms 1 to 2: 1.515 0.917



6.
The following is a quantum chemistry calculation of C7H9NO as an isolated structure, from the Open Molecules 2025 dataset.

Geometry as ORCA input:
```
! wB97M-V def2-TZVPD RIJCOSX def2/J DEFGRID3
* xyz 0 1
C -0.90 0.06 2.21
C -0.45 -1.06 1.67
C -1.47 0.91 1.17
C 1.24 0.51 -1.81
C 1.63 0.78 -0.41
C 0.86 -0.51 -0.70
C -0.52 -0.58 -0.24
N -1.22 0.60 -0.01
O -1.28 -1.52 -1.02
H -1.08 0.14 3.19
H -0.03 -2.01 1.80
H -2.03 1.85 1.25
H 0.36 0.80 -2.29
H 1.98 0.16 -2.46
H 2.67 0.70 -0.05
H 1.10 1.64 0.04
H 1.09 -1.53 -0.89
H -1.94 -0.92 -1.45
*
```

Computed properties:
Maximum force ... 4.98 eV/Å
LUMO level ... 0.0201 hartree
ΔE to the lowest compared entry with this formula, charge and spin ... 452.2 kJ/mol
HOMO level ... -8.68 eV

Atom charges from the Löwdin analysis, given in e for atoms 1 to 2: -0.097 0.133



7.
The following is a quantum chemistry calculation of a 3-piece molecular cluster, C25H29NO7S2 overall, from the Open Molecules 2025 dataset.

Geometry as ORCA input:
```
! wB97M-V def2-TZVPD RIJCOSX def2/J DEFGRID3
* xyz 0 1
N 7.24 -0.90 2.89
C 8.09 -0.91 1.75
O 8.56 -1.93 1.30
C 8.46 0.42 1.13
C 7.72 1.68 1.64
C 6.90 2.32 0.53
C 7.60 3.18 -0.32
C 7.00 3.80 -1.40
C 5.66 3.58 -1.65
C 4.93 2.74 -0.83
C 5.54 2.11 0.28
C 4.69 1.24 1.14
O 5.01 0.92 2.27
C 3.38 0.78 0.59
C 2.73 -0.27 1.22
C 1.50 -0.70 0.75
C 0.91 -0.08 -0.35
C 1.56 0.96 -0.98
C 2.80 1.40 -0.52
C 3.50 2.52 -1.18
O 2.94 3.22 -2.00
H 7.50 -1.70 3.46
H 6.27 -1.00 2.62
H 9.53 0.52 1.24
H 8.27 0.32 0.06
H 8.48 2.42 1.90
H 7.15 1.48 2.54
H 8.65 3.35 -0.13
H 7.58 4.47 -2.02
H 5.17 4.06 -2.49
H 3.16 -0.74 2.08
H 0.98 -1.51 1.24
H -0.06 -0.41 -0.69
H 1.12 1.47 -1.83
O -2.28 -0.39 2.08
S -2.86 -0.13 0.79
O -2.18 -0.56 -0.41
C -4.55 -0.71 0.77
C -5.36 0.48 1.26
C -4.77 1.71 0.55
C -3.24 1.62 0.67
H -4.63 -1.59 1.40
H -4.79 -0.97 -0.26
H -6.42 0.35 1.04
H -5.25 0.59 2.34
H -5.06 1.69 -0.51
H -5.14 2.64 0.97
H -2.73 2.03 -0.20
H -2.87 2.10 1.58
O -9.47 -1.61 -0.71
S -8.20 -2.29 -0.62
O -7.34 -2.08 0.52
C -8.47 -4.04 -0.87
C -8.35 -4.23 -2.38
C -7.15 -3.38 -2.82
C -7.29 -2.01 -2.14
H -9.44 -4.31 -0.46
H -7.68 -4.57 -0.34
H -8.23 -5.28 -2.64
H -9.26 -3.86 -2.87
H -6.22 -3.86 -2.49
H -7.10 -3.28 -3.90
H -6.32 -1.57 -1.90
H -7.87 -1.31 -2.75
*
```

Computed properties:
Maximum force ... 0.72 eV/Å
LUMO level ... -0.0287 hartree
SMILES ... NC(=O)CCc1cccc2c1C(=O)c1ccccc1C2=O.O=S1(=O)CCCC1.O=S1(=O)CCCC1
HOMO level ... -9.34 eV

Atom charges from the Löwdin analysis, given in e for atoms 1 to 2: 0.117 -0.488



8.
The following is a quantum chemistry calculation of C12H18Si as an isolated structure, from the Open Molecules 2025 dataset.

Geometry as ORCA input:
```
! wB97M-V def2-TZVPD RIJCOSX def2/J DEFGRID3
* xyz 0 1
C -4.75 0.17 0.17
C -3.88 1.31 0.35
C -2.63 -1.38 -0.82
C -3.72 -0.62 -0.37
C -2.76 0.56 0.07
C -1.72 -0.25 -0.36
C 1.28 1.88 0.70
C 3.18 0.50 -0.14
C 1.36 1.10 -1.74
C 0.76 -2.60 -0.46
C 0.54 -0.87 2.02
C 1.60 0.66 -0.29
Si 0.50 -0.82 0.18
H -5.80 0.00 0.49
H -3.99 2.37 0.44
H -2.46 -2.16 -1.51
H 1.70 2.85 0.30
H 0.12 2.01 0.64
H 1.74 1.73 1.68
H 3.47 -0.48 -0.36
H 3.39 0.74 0.86
H 3.89 1.13 -0.78
H 0.27 1.52 -1.99
H 2.02 1.89 -2.01
H 1.64 0.29 -2.46
H 0.66 -3.40 0.38
H 0.19 -2.94 -1.22
H 1.83 -2.76 -0.75
H 0.04 -1.80 2.31
H 1.50 -0.62 2.21
H 0.03 -0.01 2.47
*
```

Computed properties:
Maximum force ... 4.93 eV/Å
LUMO level ... 0.0281 hartree
ΔE to the lowest compared entry with this formula, charge and spin ... 819.4 kJ/mol
HOMO level ... -7.85 eV

Atom charges from the Löwdin analysis, given in e for atoms 1 to 2: -0.020 -0.019